DFT (wB97M-V/def2-TZVPD) results for C30H66AsF6N6O9 as an isolated structure at a distorted geometry.

Multiplicity: 2
HOMO-LUMO gap (alpha / beta), Eh: 0.2621 / 0.0880

XYZ file:
```
118
C30H66AsF6N6O9 | the OMol25 dataset | wB97M-V/def2-TZVPD
As -16.88416 17.87500 -5.29706
F -17.63637 19.20221 -6.32047
F -15.28351 18.61286 -5.63455
F -16.15856 16.58931 -4.30493
F -18.45147 17.05511 -5.16112
F -16.50308 16.90770 -6.75341
F -17.33478 18.78521 -3.85562
C -11.83022 19.68592 -4.85566
O -10.80786 20.06874 -5.47386
N -12.31079 20.43758 -3.80878
C -13.66282 20.26153 -3.44888
C -11.49682 21.46667 -3.18348
H -12.41217 18.78054 -5.08773
H -13.71106 20.08535 -2.37430
H -14.05198 19.35772 -3.91769
H -14.28212 21.12605 -3.68804
H -11.89398 22.44793 -3.44326
H -11.43680 21.42255 -2.09603
H -10.45139 21.36300 -3.47401
C -11.96196 15.29296 -8.59229
O -11.16116 15.16937 -9.51774
N -12.16170 16.43224 -7.89150
C -13.39622 16.68953 -7.11498
C -11.27518 17.64063 -8.02179
H -12.75307 14.57418 -8.32825
H -14.16021 17.10293 -7.77341
H -13.18836 17.28779 -6.22785
H -13.72291 15.76227 -6.64429
H -10.70418 17.59653 -8.94922
H -11.99904 18.43404 -8.20788
H -10.61764 17.81796 -7.17075
C -18.25163 20.49805 -9.32291
O -18.97270 20.01629 -10.19345
N -16.94855 20.82371 -9.55524
C -16.02112 20.97541 -8.32089
C -16.20716 20.77884 -10.80504
H -18.53629 20.63357 -8.26801
H -15.46190 20.09695 -7.99891
H -16.72345 21.25417 -7.53532
H -15.31566 21.77383 -8.55101
H -16.92690 20.94796 -11.60596
H -15.50879 21.61522 -10.83453
H -15.74608 19.82307 -11.05405
C -21.04296 17.32319 -7.80793
O -21.34244 16.12409 -7.78102
N -21.81384 18.33818 -8.15039
C -21.64134 19.75005 -7.83944
C -23.13341 18.18554 -8.66734
H -20.14660 17.74247 -7.32527
H -21.66314 20.36673 -8.73794
H -20.64810 19.82037 -7.39602
H -22.35284 20.13824 -7.11060
H -23.50304 19.16209 -8.98005
H -23.16842 17.61136 -9.59319
H -23.89240 17.83762 -7.96664
C -16.54486 15.92129 -10.10835
O -16.38437 16.45274 -11.24209
N -16.05903 14.67525 -9.71629
C -16.34181 14.16467 -8.41151
C -15.39158 13.70457 -10.54907
H -17.03528 16.54018 -9.34109
H -15.40607 13.75760 -8.02836
H -16.96277 13.30156 -8.65141
H -16.81800 14.88130 -7.74234
H -16.07583 12.85646 -10.57384
H -15.41876 14.14619 -11.54523
H -14.35513 13.56017 -10.24411
C -18.59545 14.32600 -3.14363
O -19.76355 14.09063 -2.85988
N -17.54305 14.04444 -2.36491
C -16.19668 14.07182 -2.97107
C -17.59296 13.75662 -0.90459
H -18.20747 14.73761 -4.08821
H -16.14126 14.21897 -4.04967
H -15.60011 13.22435 -2.63343
H -15.62434 14.89940 -2.55200
H -18.57924 13.33266 -0.71588
H -16.85372 13.20273 -0.32595
H -17.47112 14.68252 -0.34249
C -22.24292 21.02547 -3.79217
C -20.93911 20.48420 -3.19290
C -21.13650 18.91874 -3.48446
O -22.60036 18.81494 -3.58798
C -23.07231 19.88113 -4.35262
H -22.07340 21.92871 -4.37828
H -22.81412 21.42635 -2.95485
H -20.78274 20.55097 -2.11624
H -20.03618 20.94633 -3.59194
H -20.70552 18.29112 -2.70442
H -20.74320 18.57820 -4.44229
H -24.13987 20.04578 -4.20667
H -22.88917 19.62696 -5.39664
C -17.42230 19.48848 0.85398
C -16.48059 19.44096 -0.35183
C -15.91065 18.06318 -0.41676
O -16.72040 17.31810 0.46581
C -17.96189 18.03449 0.78560
H -18.17466 20.24770 0.64034
H -17.13901 19.54878 1.90479
H -15.73715 20.23781 -0.37188
H -17.03455 19.57681 -1.28068
H -14.96229 18.10142 0.11920
H -15.98804 17.62839 -1.41329
H -18.18428 17.57791 1.75005
H -18.80046 17.83547 0.11831
C -16.95937 21.94310 -3.59368
C -17.26404 22.38625 -2.13463
C -17.92778 23.68891 -2.53530
O -17.52333 24.13022 -3.81868
C -16.54768 23.17317 -4.25347
H -17.98834 21.74193 -3.89175
H -16.31114 21.08702 -3.78087
H -16.43611 22.67319 -1.48632
H -17.90521 21.73797 -1.53735
H -17.76042 24.36180 -1.69429
H -19.01030 23.57977 -2.46943
H -15.52307 23.46182 -4.01902
H -16.68391 23.11169 -5.33317
```